#one
16
Properties=species:S:1:pos:R:3 method="wB97M-V/def2-TZVPD" orbital_gap_ev=10.44 e_lumo_ev=-4.696 total_charge=+1
H 0.8938 -1.6414 -0.1124
H -0.7371 -2.3013 -0.8472
H -0.3335 -2.3924 0.7972
H -2.5775 0.3848 0.0493
H -1.2229 2.4651 -0.8883
O -2.1641 -0.4715 0.1144
N -0.8331 -0.4098 -0.0195
C 3.9346 -1.1143 -0.0402
N 2.8220 -0.8721 -0.0452
C -0.2598 -1.6853 -0.0679
C -0.1784 0.7783 0.0239
H -1.8800 1.9848 0.4672
H -0.2219 2.7974 0.4716
H 0.9156 0.7652 0.2509
H 4.8700 -1.6451 0.1596
C -0.9165 2.0174 0.0321


#two
16
Properties=species:S:1:pos:R:3 method="wB97M-V/def2-TZVPD" orbital_gap_ev=10.94 e_lumo_ev=-2.861 total_charge=+1
N 1.7643 -1.0521 1.3992
H 0.4464 0.9810 0.2343
H 3.0462 -2.1789 2.5378
H 2.3141 -0.1812 1.5118
H -0.0102 -0.1293 -1.0954
C 0.1803 -2.4413 0.9938
C 0.6278 -1.1364 0.6873
C 2.1231 -2.1858 1.9581
H 2.8784 -5.6949 4.2088
C 0.0000 0.0000 0.0000
H -1.0408 -0.0092 0.3650
H 1.5195 -5.9280 4.9325
O 1.9247 -5.4554 4.1705
N 1.2117 -3.0943 1.6765
H -0.7926 -2.8774 0.7670
H 1.1562 -4.0469 2.0798


Which of them is the least stable? Correct choice: #one.


#one
16
Properties=species:S:1:pos:R:3 method="wB97M-V/def2-TZVPD" orbital_gap_ev=10.71 e_lumo_ev=-3.284 total_charge=+1
H -0.4985 1.9383 -0.8947
C -1.1335 0.3665 1.7189
N 1.6991 -0.4922 -1.6345
N -0.2853 -1.5614 -1.1008
C 0.4891 -0.4930 -1.0962
H 2.1076 -1.3879 -1.8134
H 1.0773 0.4110 1.2124
H 0.5361 1.8978 1.6679
O -1.5830 0.3579 0.3182
H 2.0841 0.3351 -2.0198
C 0.2076 1.0040 1.2627
H -1.8556 0.9584 2.3616
C -0.5154 1.0912 -0.0843
H -0.1578 -2.4435 -1.6017
H -1.1122 -1.4771 -0.4900
H -1.0595 -0.5052 2.1937


#two
16
Properties=species:S:1:pos:R:3 method="wB97M-V/def2-TZVPD" orbital_gap_ev="10.50 / 10.50" e_lumo_ev="-3.539 / -3.539" total_charge=+1
H 0.2887 1.8912 -1.1918
H -3.2754 -0.2435 -0.8892
H 1.5655 1.8123 0.1037
C -0.5927 0.2199 0.8389
C -1.8500 0.7360 0.4162
H 0.1298 0.7155 1.5388
N 0.8121 1.2818 -0.4618
N -0.4358 -0.9430 0.2990
H 0.7790 -2.3496 -0.7923
H -2.4655 1.4591 0.8607
H 0.3073 -2.7429 0.8539
H 1.6178 -1.4269 0.3720
H 1.2964 0.7301 -1.0977
O -1.4727 -1.2603 -0.4649
C -2.3262 -0.2588 -0.4072
C 0.5850 -1.9060 0.1747


#three
16
Properties=species:S:1:pos:R:3 method="wB97M-V/def2-TZVPD" orbital_gap_ev=10.55 e_lumo_ev=-3.322 total_charge=+1
O 0.6339 -1.6925 -1.0323
H 0.9206 -1.2246 0.9233
H -1.3953 0.8840 -2.1694
C 0.2233 -0.7209 1.6693
C -0.3002 0.4937 0.8597
H 1.1401 2.0372 1.0273
N -1.2348 0.2654 -0.1206
C 0.3759 1.6127 0.4705
H 1.2757 -1.7187 -1.7138
H -0.7020 -1.2926 2.1092
C -1.0211 1.0117 -1.1642
H 0.6867 2.0411 -1.5877
H 0.5099 -2.6513 -0.9045
N 0.0128 1.8233 -0.8740
H -1.8006 -0.5231 0.0163
H 0.6750 -0.3455 2.4908


Which of them is the least stable? Correct choice: #two.


#one
16
Properties=species:S:1:pos:R:3 method="wB97M-V/def2-TZVPD" orbital_gap_ev=9.56 e_lumo_ev=-4.011 total_charge=+1
H -1.0760 -1.2715 1.5298
H -1.0009 1.1173 -1.9474
N 0.2287 -2.2503 0.1000
N -0.7679 -1.5093 -1.7047
O 2.4715 3.8091 3.2149
H -0.3745 1.4197 -0.3793
C -0.4707 -1.1341 0.5600
H -2.0744 1.3922 -0.5168
C 0.0369 -2.4511 -1.1956
H 0.6366 -3.2480 -1.6749
C -0.9745 -0.5696 -0.6106
H 0.9364 -2.8334 0.7144
C -1.1408 0.8939 -0.9097
H 1.8715 3.9550 2.4014
H 3.2526 4.1678 2.7941
H -1.5545 -1.4877 -2.3756


#two
16
Properties=species:S:1:pos:R:3 method="wB97M-V/def2-TZVPD" orbital_gap_ev=10.96 e_lumo_ev=-3.605 smiles=C1C[NH+]([C@@H]2NO2)C1 total_charge=+1
H 0.8433 1.2608 -1.2744
N -2.8047 0.4602 0.2781
C 0.9924 0.9712 -0.2148
H -0.1510 0.4768 1.3076
C 1.7859 -0.3282 -0.1222
O -2.2806 -0.8260 -0.2112
C 0.5316 -1.1403 0.1432
N -0.1970 0.2041 0.2837
C -1.4676 0.2629 -0.4124
H 2.3725 -0.7277 -1.0412
H 2.5412 -0.2280 0.8357
H 0.3370 -1.5978 -0.7837
H 1.3036 1.8855 0.3441
H 0.3990 -1.7125 0.9440
H -2.8918 0.3816 1.2941
H -1.3138 0.6575 -1.3706


Which of them is the least stable? Correct choice: #two.


#one
19
Properties=species:S:1:pos:R:3 method="wB97M-V/def2-TZVPD" orbital_gap_ev="3.93 / 6.81" s2=0.754 multiplicity=2 e_lumo_ev="3.945 / 3.865" total_charge=-1
C 1.7963 1.3178 -0.7945
H -1.9677 -1.1237 1.8884
H 1.8068 0.6127 0.0471
H 2.6158 1.0783 -1.4878
H 0.2236 1.7549 -2.3893
H -0.2413 -0.5224 1.8656
C -0.4639 -2.5336 2.3891
H 0.2486 -3.1439 1.7808
H 2.2744 3.4036 -1.1702
H 0.0463 -2.1292 3.2392
H -1.3034 -3.2188 2.5352
C 2.0033 2.7678 -0.3326
S -0.6543 -1.3983 -0.2245
C -0.9349 -1.2975 1.5729
S -0.9588 0.7708 -0.5535
H 1.1440 3.1167 0.2622
C 0.5270 1.0370 -1.6261
H 0.7222 0.0857 -2.1427
H 2.8414 2.6991 0.3629


#two
19
Properties=species:S:1:pos:R:3 method="wB97M-V/def2-TZVPD" orbital_gap_ev="3.58 / 6.95" s2=0.753 multiplicity=2 e_lumo_ev="3.896 / 3.830" total_charge=-1
H -1.5198 -1.0432 -0.1990
C 1.2647 -0.0029 1.1353
C -3.5562 -0.2000 -0.2471
H 3.8093 0.0727 -1.2239
H 2.2819 0.7806 -1.6374
H 1.8339 0.1719 2.0298
H -3.8313 0.7050 -0.7999
C -2.0697 -0.1528 0.0844
H 3.0904 1.3664 -0.2333
H -4.2021 -0.2541 0.6236
S -1.2346 1.2627 -0.7270
C 2.0772 -0.5908 -0.0091
S 0.3411 1.5858 0.7013
H -3.8251 -1.0252 -0.9037
H 1.3810 -1.0329 -0.7371
C 2.8713 0.4624 -0.7990
H 0.4404 -0.6247 1.4427
H -1.9160 -0.1007 1.1626
H 2.7636 -1.3803 0.3369


Which of them is the least stable? Correct choice: #two.


#one
61
Properties=species:S:1:pos:R:3 method="wB97M-V/def2-TZVPD" orbital_gap_ev="8.40 / 3.47" s2=8.778 multiplicity=6 e_lumo_ev="-5.405 / -10.330" total_charge=+2
H 2.4163 -5.7465 0.7613
Ge 0.3863 0.4560 -2.3767
H 4.6405 0.0860 3.1350
H -3.4354 -0.6849 6.5351
H 0.7263 -6.6409 -0.6416
H -0.6644 -0.4195 4.7115
C -4.7678 -1.8272 5.3111
C -0.0941 4.2573 -0.7023
H -2.4708 -1.0987 1.1174
Si -0.7170 2.8056 0.4360
H -3.6858 -2.5917 0.9294
H -4.9864 -3.4799 1.7194
N 0.2285 -4.6642 -1.1429
O 2.3541 0.5754 2.1091
Cl 2.3032 0.5000 -1.0777
C -3.6400 -1.0435 5.5373
H 3.2536 -5.0824 -0.6645
C 4.1745 -0.8365 2.7921
N 1.7759 -3.8423 0.1609
O -1.0145 -0.2812 2.2354
H 4.8424 -1.3904 2.1312
C -5.0083 -2.2658 4.0082
C -4.5265 -2.4999 1.6086
C -2.1155 -0.8348 2.1246
C 1.1945 -5.7514 -1.0703
C 2.8491 -0.5612 2.0928
H 1.5700 -6.0020 -2.0649
H -1.5221 1.0021 4.1631
H -0.7173 4.3273 -1.5859
H -3.0388 2.2975 1.2035
H 2.2283 -3.1878 0.7925
C -2.6078 3.1423 0.6768
H 1.2958 2.9915 1.9259
Cl 0.6569 2.1823 -3.6588
H -6.7031 -1.9157 6.1895
C -3.0059 -1.1671 3.1965
O 2.2598 -1.5061 1.5126
Cl 0.8906 -1.3792 -3.5411
C 2.2904 -5.1647 -0.1554
H -5.6788 -3.2832 6.5578
C 0.2460 2.7527 2.0885
H -0.1344 5.1854 -0.1473
H -5.8767 -2.8786 3.8121
H -0.6108 -4.7154 -1.6957
C -1.5865 0.1489 4.8382
H -2.7427 4.0424 1.2624
H -0.1432 3.4384 2.8329
H 0.1999 1.7404 2.5037
Cl 3.7994 -1.8503 4.2009
O -0.4965 1.3988 -0.2675
S -0.3664 -2.2362 -0.1893
C -2.7572 -0.7044 4.5185
H 0.9281 4.0347 -0.9900
C -5.6789 -2.2028 6.4188
C -4.1614 -1.9576 2.9486
H -1.6387 0.5093 5.8614
C 0.6112 -3.6242 -0.4157
Pd 0.7141 -0.0871 0.6927
H -5.3797 -1.7367 7.3511
H -5.2772 -1.8537 1.1477
H -3.0982 3.2611 -0.2816


#two
61
Properties=species:S:1:pos:R:3 method="wB97M-V/def2-TZVPD" orbital_gap_ev="8.48 / 3.68" s2=8.775 multiplicity=6 e_lumo_ev="-5.403 / -10.206" total_charge=+2
H 3.8480 3.1050 -3.2187
O 1.7604 0.8988 -2.1029
C -1.6016 -1.6462 -5.3363
H -3.0180 -3.2978 -4.9567
C 0.1691 0.3772 5.1063
H 0.4045 2.0043 2.3041
H -1.6540 -0.7170 7.5211
N -0.5123 -1.5839 -4.3454
C -0.4476 -0.6864 5.7587
C -0.1369 -0.7096 2.9793
H -0.6261 -3.5840 2.4347
H -1.9865 -3.5702 3.5421
C -0.8086 -1.7842 3.6294
H 3.9985 3.2976 -0.1619
C -4.1260 0.8340 -1.7975
H 1.1726 2.3627 3.8597
H -0.2683 -1.7600 1.1215
H -3.6220 -1.7090 -4.4658
Si 3.1359 1.4748 -1.5544
C -0.5971 -0.7023 7.2470
Cl 1.2343 4.3560 -3.0359
Pd -0.1244 0.2756 -1.2344
H -0.1304 0.1614 7.7140
H 1.9684 1.3130 2.6799
Cl -4.2557 2.4194 -0.9927
O 0.6374 0.0157 0.8365
H 2.2320 3.2185 -0.0613
O -2.2466 -0.1223 -0.6556
H 4.3246 -0.7476 -2.0356
C -2.7353 -2.3335 -4.5411
C -2.6783 0.4133 -1.7085
H 5.2814 2.2598 -2.5317
C -0.9441 -1.7482 4.9966
H -4.7627 0.1458 -1.2506
H -0.1531 -1.6098 7.6596
H 4.2984 1.4645 -3.8014
C 1.0051 1.5899 3.1129
H -2.0584 -2.6087 2.0702
S 0.1222 -2.1109 -1.7729
H 3.5919 -0.6560 -0.3837
N -2.1236 -2.5141 -3.2112
C 3.1437 2.6212 -0.0936
C 0.0805 -0.8207 1.5758
H 5.1421 0.2150 -0.7452
Cl -0.5614 2.6652 -0.6513
H 0.3882 -1.1691 -4.5273
C -0.8903 -2.0606 -3.1817
C 4.1923 -0.1469 -1.1397
H -2.5860 -2.9566 -2.4318
Cl -2.1201 3.9186 -3.6267
C 0.3335 0.4003 3.7345
H -1.8735 -0.6401 -5.6472
H -4.4418 0.9479 -2.8290
H -1.4572 -2.5585 5.5018
H 0.5280 1.2165 5.6898
C 4.2817 2.1399 -2.9478
H -1.2924 -2.2161 -6.2087
C -1.3997 -2.9476 2.8718
O -1.8920 0.6285 -2.6933
H 3.2252 2.0698 0.8461
Ge -0.3683 2.9077 -2.9137


Which of them is the least stable? Correct choice: #one.


#one
22
Properties=species:S:1:pos:R:3 method="wB97M-V/def2-TZVPD" orbital_gap_ev=6.02 e_lumo_ev=-2.662 total_charge=0
H 0.9864 1.0548 0.0505
C 0.4972 -0.7997 -0.5866
C 0.0072 0.3081 1.4531
H -0.3360 2.1242 -3.1261
H -0.8204 0.8195 0.8404
H -1.5192 -0.7246 1.4854
O 0.9987 2.4314 -0.2826
H -0.0408 -2.3861 0.6763
H -0.6483 -0.5061 -0.6789
N -0.6668 -0.6900 2.1220
H 0.0290 -2.8966 -0.9257
H 1.5733 -2.5838 0.0311
H -2.4339 -0.3679 -0.6683
H -0.8738 -0.4172 3.0724
H 0.4621 2.0702 -1.7282
O -1.6845 -0.5656 -0.0754
H 1.5693 3.1708 -0.0822
H 1.0484 -0.4942 -1.4705
H 0.3754 1.1575 2.0442
C 0.5640 -2.2662 -0.2270
N 0.9696 0.0264 0.4659
O -0.0568 1.5352 -2.3898


#two
22
Properties=species:S:1:pos:R:3 method="wB97M-V/def2-TZVPD" orbital_gap_ev=9.55 e_lumo_ev=0.685 smiles=NC[C@H](N)CO.O.O total_charge=0
C 1.1042 -0.9061 1.0538
H -3.1370 1.0652 1.0015
H -2.9875 1.1202 2.5884
C 1.7931 -0.1435 -0.0794
H 1.7440 1.9043 -0.5145
H 0.1890 1.2732 -0.1638
H 1.6604 -1.8609 1.0485
H 2.0832 0.6217 -2.4980
O -2.8296 0.5996 1.7983
N 1.1808 1.2434 -0.0052
H -0.6251 -1.5027 1.8236
H 2.8557 0.0833 0.0258
H 1.4813 -0.4255 1.9997
H -0.8882 -0.1889 0.9341
C 1.3953 -0.7531 -1.4356
O -3.0552 0.8676 -0.8795
H 0.5288 -1.4131 -1.4884
H 2.3340 -1.3168 -1.6493
H -3.5651 0.0741 -0.6918
N -0.3192 -1.0209 0.9907
H -2.2226 0.5668 -1.2629
O 1.2797 0.1120 -2.5960


#three
22
Properties=species:S:1:pos:R:3 method="wB97M-V/def2-TZVPD" orbital_gap_ev=9.30 e_lumo_ev=0.629 total_charge=0
H -0.0864 -1.2839 1.0232
H -0.3797 -0.7691 2.6145
H -1.4879 -2.0652 1.7331
C -0.9047 -1.1483 1.7380
H -1.9811 -0.3205 0.1849
H -1.0125 0.6209 -1.1169
O 1.9906 -0.0223 1.1256
H -0.2262 -1.0321 -3.3401
H 1.6421 -1.1662 -1.2717
H -2.7468 0.0479 1.7903
H 2.0074 -0.5879 1.8845
C -0.7954 1.9693 0.3848
N -0.7363 1.5442 -0.8959
C -1.8210 -0.0212 1.2224
H 1.0952 -0.3568 -2.9253
H -0.4602 2.0520 -1.7092
N -1.2308 1.3122 1.4035
O 2.4749 -1.4532 -1.6845
H 3.1111 -0.8564 -1.2691
H 1.7837 0.8921 1.3579
H -0.3739 2.9298 0.6410
O 0.1379 -0.2850 -2.8910


Which of them is the least stable? Correct choice: #one.